# 1
# C61H53F9I2N2

10 unconnected molecules or ions with the total composition C61H53F9I2N2 at a distorted geometry (ωB97M-V with the def2-TZVPD basis set, the OMol25 dataset).

```
! RIJCOSX wB97M-V def2-TZVPD def2/J DEFGRID3
* xyz 0 1
C -1.2942 -0.5716 1.7896
C -2.1557 -1.4426 0.8609
I -0.8858 -2.6793 -0.3812
C -3.1524 -2.3413 1.6141
C -4.6309 -1.9846 1.3775
C -4.8887 -1.7375 -0.0412
N -4.8536 -1.3157 -1.1078
C -5.0567 -0.7718 2.2433
I -5.4801 -1.4029 4.2469
C -6.2235 -0.0862 1.7345
N -7.0975 0.4922 1.2691
H -1.5091 -0.7766 2.8345
H -0.2378 -0.7062 1.6006
H -1.5049 0.4783 1.5972
H -2.6491 -0.7855 0.1578
H -3.0104 -3.3929 1.4003
H -2.9765 -2.2090 2.6797
H -5.2524 -2.8309 1.6650
H -4.2357 -0.0650 2.3142
F 0.2871 1.1486 0.0612
C 0.0202 2.4599 -0.1152
C -0.1320 3.2551 1.0044
C -0.4153 4.6026 0.8311
C -0.5459 5.1281 -0.4470
C -0.3892 4.3053 -1.5551
C -0.1008 2.9575 -1.3959
H -0.0256 2.8221 1.9916
H -0.5326 5.2414 1.6972
H -0.7695 6.1782 -0.5790
H -0.4957 4.7128 -2.5515
H 0.0229 2.2980 -2.2431
F -1.1494 -0.0332 -3.3787
C -1.9069 -0.6954 -4.2821
C -1.4172 -0.8686 -5.5592
C -2.1919 -1.5542 -6.4834
C -3.4388 -2.0446 -6.1209
C -3.9086 -1.8532 -4.8270
C -3.1393 -1.1778 -3.8920
H -0.4448 -0.4734 -5.8234
H -1.8178 -1.7054 -7.4875
H -4.0419 -2.5776 -6.8439
H -4.8793 -2.2339 -4.5381
H -3.4848 -1.0356 -2.8766
F -1.1388 -0.1714 5.3121
C -1.3113 1.1527 5.5366
C -1.1917 1.6331 6.8227
C -1.3691 2.9907 7.0447
C -1.6646 3.8423 5.9881
C -1.7794 3.3323 4.7032
C -1.5992 1.9775 4.4711
H -0.9612 0.9515 7.6310
H -1.2721 3.3849 8.0473
H -1.8027 4.9005 6.1649
H -2.0110 3.9903 3.8759
H -1.6781 1.5661 3.4749
F 3.7402 -1.4014 -5.4849
C 2.9975 -2.0717 -6.3933
C 3.5029 -2.2458 -7.6660
C 2.7342 -2.9345 -8.5927
C 1.4839 -3.4301 -8.2422
C 0.9984 -3.2389 -6.9561
C 1.7617 -2.5563 -6.0195
H 4.4730 -1.8485 -7.9193
H 3.1156 -3.0836 -9.5942
H 0.8894 -3.9646 -8.9713
H 0.0242 -3.6194 -6.6781
H 1.4030 -2.4013 -5.0092
F 1.6801 1.8997 5.7058
C 2.6285 0.9749 5.4461
C 3.9280 1.3913 5.2390
C 4.8991 0.4334 4.9841
C 4.5612 -0.9122 4.9348
C 3.2457 -1.3033 5.1424
C 2.2661 -0.3557 5.4016
H 4.1680 2.4454 5.2786
H 5.9240 0.7407 4.8250
H 5.3224 -1.6543 4.7366
H 2.9788 -2.3509 5.1048
H 1.2372 -0.6395 5.5760
F -1.7939 6.5867 3.0825
C -3.1191 6.8246 3.2026
C -4.0074 5.9934 2.5514
C -5.3669 6.2344 2.6810
C -5.8169 7.2992 3.4493
C -4.9036 8.1226 4.0931
C -3.5415 7.8868 3.9754
H -3.6359 5.1724 1.9514
H -6.0747 5.5878 2.1805
H -6.8776 7.4860 3.5462
H -5.2510 8.9547 4.6903
H -2.8132 8.5133 4.4727
F 4.5499 -2.5777 8.4271
C 3.3965 -2.2416 9.0372
C 3.0146 -0.9158 9.0609
C 1.8231 -0.5766 9.6843
C 1.0393 -1.5568 10.2782
C 1.4474 -2.8831 10.2441
C 2.6337 -3.2356 9.6168
H 3.6406 -0.1673 8.5928
H 1.5071 0.4581 9.7041
H 0.1123 -1.2874 10.7664
H 0.8408 -3.6490 10.7082
H 2.9675 -4.2635 9.5732
F -0.6590 -5.4931 -4.3559
C 0.3358 -6.4025 -4.4094
C 1.6354 -5.9593 -4.5424
C 2.6579 -6.8944 -4.5959
C 2.3688 -8.2503 -4.5226
C 1.0523 -8.6713 -4.3921
C 0.0216 -7.7442 -4.3317
H 1.8368 -4.8994 -4.6041
H 3.6821 -6.5612 -4.6960
H 3.1682 -8.9776 -4.5674
H 0.8240 -9.7273 -4.3378
H -1.0105 -8.0499 -4.2249
F 5.5614 -0.6509 -9.1830
C 5.2874 0.6722 -9.1075
C 5.2312 1.2652 -7.8632
C 4.9472 2.6210 -7.7902
C 4.7212 3.3531 -8.9478
C 4.7806 2.7285 -10.1860
C 5.0681 1.3743 -10.2739
H 5.4021 0.6729 -6.9740
H 4.9020 3.1054 -6.8243
H 4.4979 4.4094 -8.8845
H 4.6010 3.2959 -11.0891
H 5.1239 0.8669 -11.2274
*
```

Values from the calculation:
**E_HOMO**: -0.328 Eh
**Orbital gap**: 0.3102 Ha
**SMILES string**: C[C@@H](I)C[C@H](C#N)[C@H](I)C#N.Fc1ccccc1.Fc1ccccc1.Fc1ccccc1.Fc1ccccc1.Fc1ccccc1.Fc1ccccc1.Fc1ccccc1.Fc1ccccc1.Fc1ccccc1


# 2
# C5H8O2

C5H8O2 in the gas phase (ωB97M-V with the def2-TZVPD basis set, the OMol25 dataset).

```
! RIJCOSX wB97M-V def2-TZVPD def2/J DEFGRID3
* xyz 0 1
C -1.3449 -0.4539 -0.9055
C -0.6368 -0.6779 0.4136
C 0.3260 1.5835 0.4630
C 0.6665 0.2858 0.8951
O 1.0727 -0.0728 2.0370
C 1.6460 -0.3136 -0.3026
O 1.6325 -0.1041 -1.4726
H -1.9736 0.4411 -0.8789
H -1.9900 -1.3153 -1.1139
H -0.6436 -0.3596 -1.7398
H -0.2026 -1.6784 0.5066
H -1.2865 -0.5270 1.2766
H 0.0943 1.7758 -0.5802
H 0.3210 2.4190 1.1596
H 2.3189 -1.0026 0.2421
*
```

Values from the calculation:
**E_HOMO (alpha / beta)**: -0.322 / -0.336 Eh
**Orbital gap (alpha / beta)**: 0.2583 / 0.3024 Ha
**Energy relative to the best compared isomer or geometry (same formula, charge and spin)**: 104.8 kcal per mole


# 3
# C6H10Br

2 unconnected molecules or ions with the total composition C6H10Br at a distorted geometry (ωB97M-V with the def2-TZVPD basis set, the OMol25 dataset).

```
! RIJCOSX wB97M-V def2-TZVPD def2/J DEFGRID3
* xyz 0 2
Br -0.5336 -0.7965 3.9034
H -0.5405 0.3026 2.9755
C -1.5087 0.2490 -0.3935
C -0.7729 -1.0599 -0.6153
C 0.7154 -1.0237 -0.2311
C 1.3888 0.2704 -0.7199
C 0.5412 1.4743 -0.6606
C -0.8199 1.4633 -0.3777
H -2.4611 0.1822 0.1593
H -1.2641 -1.7697 0.0723
H -0.8089 -1.5682 -1.6248
H 0.9249 -1.1286 0.8391
H 1.2271 -1.8902 -0.6696
H 2.3454 0.3912 -0.1761
H 1.7093 0.1081 -1.7587
H 1.0861 2.4137 -0.7769
H -1.2284 2.3820 0.0546
*
```

Values from the calculation:
**E_HOMO (alpha / beta)**: -0.268 / -0.362 Eh
**Orbital gap (alpha / beta)**: 0.2959 / 0.3622 Ha
**Energy relative to the best compared isomer or geometry (same formula, charge and spin)**: 10.6 kcal per mole


# 4
# C15H35N4O9PRu

A molecular structure, C15H35N4O9PRu at a distorted geometry (ωB97M-V with the def2-TZVPD basis set, the OMol25 dataset).

```
! RIJCOSX wB97M-V def2-TZVPD def2/J DEFGRID3
* xyz 1 6
O -0.7399 -0.8535 -3.3103
H -0.3092 -1.1881 -4.1399
Ru 0.7384 0.2021 0.3193
N 1.9670 -1.2612 -0.3767
N -0.4818 -1.5709 0.3389
N 1.1997 2.2307 0.4157
N -0.9424 1.0431 1.0854
O 3.2203 -1.1519 -0.5852
O 2.2586 3.0271 -0.1795
O -2.1552 0.5529 1.3159
O -1.7094 -1.7535 0.7828
C 0.0479 -2.6985 -0.1869
C 1.3432 -2.4815 -0.7158
C 0.2452 2.9939 0.9472
C -0.9361 2.3624 1.3602
C 1.8894 -3.4889 -1.7056
H 1.4911 -3.3093 -2.7305
H 1.6135 -4.5327 -1.4516
H 2.9777 -3.4352 -1.7272
C -0.8539 -3.8822 -0.3091
H -1.7019 -3.6664 -0.9812
H -1.2771 -4.1570 0.6710
H -0.2920 -4.7388 -0.6880
C 0.4550 4.4399 0.8949
C -2.1596 3.0570 1.8481
H 0.7577 4.7631 -0.1057
H 1.2251 4.7843 1.5793
H -0.4852 4.9338 1.1641
H -2.9558 2.3290 2.0008
H -2.4813 3.7741 1.0827
H -2.0034 3.6319 2.7773
H 2.7580 2.3479 -0.6706
H -2.1368 -0.5592 1.1005
C -2.1004 -0.6219 -3.7410
H -2.4022 -1.5191 -4.3392
H -2.4103 0.2349 -4.4355
H -2.6043 -0.5826 -2.7553
O 0.6848 0.4780 -1.7893
H 0.0236 -0.0109 -2.7512
H 0.7628 1.4034 -2.0778
C 2.9770 3.0615 3.7928
C 2.9730 1.7668 3.0583
O 1.6826 1.1327 3.3021
P 1.2809 -0.2259 2.4910
O -0.0725 -0.8079 3.1313
C -0.3796 -1.1466 4.4906
C 0.4129 -0.3725 5.4895
O 2.4336 -1.2604 2.9654
C 2.3173 -2.7256 2.9989
C 3.5649 -3.3069 2.4207
H 2.2500 3.7580 3.3883
H 3.9524 3.5249 3.7194
H 2.7825 2.9544 4.8511
H 3.1266 1.9541 1.9894
H 3.7837 1.1169 3.3867
H -1.4490 -0.9433 4.6000
H -0.2331 -2.2221 4.6139
H 0.2471 0.6957 5.3717
H 0.1069 -0.6399 6.4936
H 1.4777 -0.5855 5.4212
H 2.1424 -3.0291 4.0419
H 1.4273 -3.0154 2.4254
H 4.4705 -2.8198 2.7847
H 3.6175 -4.3606 2.6850
H 3.5474 -3.2125 1.3341
*
```

Values from the calculation:
**E_HOMO (alpha / beta)**: -0.320 / -0.419 Eh
**Orbital gap (alpha / beta)**: 0.2285 / 0.2263 Ha


# 5
# C6H14N2O2

2 unconnected molecules or ions with the total composition C6H14N2O2 at a distorted geometry (ωB97M-V with the def2-TZVPD basis set, the OMol25 dataset).

```
! RIJCOSX wB97M-V def2-TZVPD def2/J DEFGRID3
* xyz 0 1
C 0.8624 -0.6901 3.4698
C 0.2639 0.0939 2.2899
C -1.1794 -0.2738 2.0798
N -2.0614 0.7893 1.9388
O -1.5602 -1.4141 1.9596
H 0.7489 -0.1153 4.3851
H 1.9299 -0.8948 3.3703
H 0.4087 -1.6766 3.5223
H 0.4797 1.1471 2.4772
H 0.8116 -0.1438 1.3780
H -3.0299 0.5885 2.0155
H -1.7350 1.7076 2.1950
C 1.8618 -1.3446 -1.9882
C 1.1032 -0.0734 -1.5737
C 0.3503 0.6296 -2.6778
N -0.6764 1.4604 -2.2624
O 0.7518 0.6860 -3.8262
H 1.2225 -2.0394 -2.5165
H 2.2905 -1.6663 -1.0356
H 2.7828 -1.1675 -2.5486
H 0.3162 -0.4457 -0.8930
H 1.7004 0.5746 -0.9347
H -0.9110 2.2236 -2.8736
H -0.8391 1.6278 -1.2770
*
```

Values from the calculation:
**E_HOMO**: -0.358 Eh
**Orbital gap**: 0.3772 Ha
**Energy relative to the best compared isomer or geometry (same formula, charge and spin)**: 13.9 kcal per mole
**SMILES string**: CCC(N)=O.CCC(N)=O


# 6
# C4H9NO

A gas-phase ion, C4H9NO (charge -1) at a distorted geometry (ωB97M-V with the def2-TZVPD basis set, the OMol25 dataset).

```
! RIJCOSX wB97M-V def2-TZVPD def2/J DEFGRID3
* xyz -1 2
O 2.7167 -0.6796 -1.0825
C 2.4195 -0.6986 0.1505
C 1.0325 -0.5637 0.7605
C 0.0435 -0.0517 -0.2964
C -1.3244 0.3440 0.1786
N -2.1574 0.6973 -0.9717
H 3.1889 -0.7765 0.9557
H 0.7018 -1.6044 1.0085
H 0.9555 0.1216 1.6020
H 0.0064 -0.8282 -1.0545
H 0.4524 0.8221 -0.8365
H -1.7298 -0.4876 0.7652
H -1.3877 1.1420 0.9673
H -1.8451 1.5272 -1.4719
H -3.0727 1.0362 -0.6748
*
```

Values from the calculation:
**E_HOMO (alpha / beta)**: 0.033 / -0.111 Eh
**Orbital gap (alpha / beta)**: 0.1112 / 0.2499 Ha
**Energy relative to the best compared isomer or geometry (same formula, charge and spin)**: 8.2 kcal per mole